Molecular formula: H12O6
Method: DFT, ωB97M-V with the def2-TZVPD basis set

Last column: Löwdin charge in e.
Atoms and positions in Å:
O (2.36597, -0.17136, 0.38963)  -0.046
O (0.55973, 1.99811, 0.73116)  -0.093
O (-2.08122, -0.99495, -0.06538)  -0.069
O (-0.21128, -0.34126, 1.78972)  -0.039
O (-0.93157, 1.06534, -1.67975)  -0.066
O (0.29644, -1.49639, -1.29080)  -0.051
H (0.49774, -2.32723, -1.71085)  0.058
H (-1.59663, -1.80759, -0.33730)  0.059
H (-1.06160, -0.35574, 1.29432)  0.044
H (-0.42329, 1.49654, -0.97576)  0.009
H (2.12068, 0.66884, 0.08793)  -0.015
H (1.14875, -1.25009, -0.88228)  0.039
H (1.69315, -0.36526, 1.08408)  0.032
H (0.21278, 2.82732, 1.06789)  0.053
H (-0.41577, -0.54753, 2.66558)  0.042
H (-1.85451, -0.35188, -0.72892)  -0.013
H (0.12185, 1.27873, 1.31164)  0.043
H (-0.42767, 0.25792, -1.87307)  0.013

- HOMO energy (eV) = -11.125
- SMILES = O.O.O.O.O.O
- F_max (eV/Å) = 2.80
- LUMO (Ha) = 0.014
- electronic energy (eV) = -12480.6530
- net charge = 0
- relative energy (zero: lowest compared OMol25 entry of this formula, charge and spin) (kcal per mole) = 10.62
- gap between HOMO and LUMO (eV) = 11.504